No. 1
Here is C21H25LiN3O3 as an isolated structure in a non-equilibrium geometry from OMol25. Energies are from the ωB97M-V functional and the def2-TZVPD basis.

Computed properties:
- LUMO level: -2.55 eV
- Total charge: +1
- M: 374.39 g/mol
- Max |F|: 0.086 hartree/bohr

```
53
Properties=species:S:1:pos:R:3:nbo_charge:R:1
H 5.517 2.352 0.519 0.224
C 1.248 -2.218 -1.047 0.924
C 4.207 -0.524 4.847 -0.112
H -2.946 1.653 -4.513 0.215
Li 1.757 -0.287 0.832 0.872
H -2.774 -0.133 1.241 0.218
C 5.876 0.882 3.599 -0.190
H 2.111 1.920 0.909 0.396
H -6.334 1.111 -2.826 0.227
C 2.962 -1.131 4.841 -0.258
H -4.905 -0.273 0.014 0.215
N 2.420 -0.104 2.732 -0.549
H 1.117 -1.392 3.699 0.203
H -1.824 -0.031 -3.136 0.198
C 3.617 0.537 2.735 0.200
C -3.876 1.634 -3.927 -0.636
C -5.910 1.625 -1.954 -0.647
O 0.052 0.024 0.180 -0.670
C 5.256 1.803 1.425 -0.231
H 7.202 2.013 2.340 0.232
C -4.392 0.675 -0.210 -0.402
C -4.544 1.111 -1.596 0.022
H 3.287 1.832 -0.285 0.398
C -0.776 -2.626 -2.223 -0.240
C 4.587 0.311 3.768 -0.096
O 2.105 -1.705 -0.337 -0.643
H 6.612 0.722 4.390 0.225
C 3.963 1.325 1.584 0.130
H -5.896 2.703 -2.176 0.230
H -6.596 1.476 -1.110 0.222
C 0.219 -3.733 -2.413 -0.088
C 2.097 -0.906 3.751 0.067
O 1.465 -3.323 -1.761 -0.440
H -0.129 -4.652 -1.924 0.210
C -3.570 1.103 -2.553 -0.084
N 2.969 1.455 0.603 -0.866
N -0.082 -1.773 -1.243 -0.483
C -2.208 0.638 -2.354 -0.295
H 2.630 -1.787 5.641 0.237
H -2.651 -1.332 -1.094 0.228
H 4.919 -0.683 5.655 0.232
C -2.074 -0.458 -0.762 -0.313
H -4.594 1.000 -4.468 0.229
H -2.258 1.370 0.364 0.224
H -4.274 2.656 -3.898 0.231
C -0.640 -0.700 -0.550 0.715
C -2.705 0.373 0.271 -0.408
H -4.730 1.429 0.514 0.227
H -0.950 -2.069 -3.155 0.217
H -1.470 1.411 -2.097 0.215
H -1.734 -2.979 -1.831 0.228
H 0.449 -3.921 -3.465 0.222
C 6.200 1.598 2.454 -0.181
```

No. 2
Here is C21H25LuO as an isolated structure in a non-equilibrium geometry from OMol25. Energies are from the ωB97M-V functional and the def2-TZVPD basis.

Computed properties:
- LUMO level (spin up / spin down): 4.99 / 4.99 eV
- Total charge: -2
- M: 468.40 g/mol
- Max |F|: 0.061 hartree/bohr

```
48
Properties=species:S:1:pos:R:3:mulliken_charge:R:1
H -1.190 3.229 0.403 0.464
C -1.624 -0.971 -1.225 0.000
H 2.469 0.441 -1.365 0.112
H -0.169 -1.624 3.616 0.209
H 2.571 -1.272 0.302 0.166
C -0.960 -2.026 -0.528 -0.740
H -3.124 1.770 1.614 0.483
C -1.597 -2.178 0.740 -0.556
H -1.438 -0.665 -2.258 0.375
H 1.227 -0.544 -2.192 0.304
C -2.649 -1.220 0.827 -0.618
H -1.983 0.378 3.648 0.419
C -1.040 2.508 1.208 -0.377
H -3.368 0.321 -0.672 0.424
C 2.885 -3.095 3.194 -0.494
C -1.459 1.008 2.929 -0.542
C 0.030 1.608 -3.486 0.830
H -1.502 0.619 -4.584 0.216
H 3.579 -3.773 3.703 0.296
C 0.198 2.252 1.889 -0.654
O 0.503 0.824 -0.846 0.019
C -0.065 1.326 2.946 -0.621
H -1.344 -2.928 1.490 0.518
C 0.781 -1.875 3.135 -0.247
C 1.455 0.465 -1.800 -0.774
C 1.134 -1.366 1.905 0.422
H 1.155 2.731 1.676 0.428
H -0.516 3.643 -3.834 0.533
C -2.062 1.742 1.856 -0.734
H 2.083 1.191 -3.727 0.539
C -0.403 0.648 -4.515 -2.354
Lu -0.492 0.109 0.748 1.489
H -0.032 -0.369 -4.319 0.217
H 1.406 -3.148 4.781 0.333
C 1.384 1.499 -2.940 -1.467
C -0.797 2.781 -3.197 -1.509
H -0.136 -2.631 -0.918 0.407
H 4.149 -2.844 1.456 0.351
H 0.669 0.958 3.663 0.507
H -1.859 2.572 -3.411 0.240
H -0.038 0.930 -5.520 0.989
C 1.675 -2.752 3.800 -0.551
H -3.358 -1.125 1.650 0.469
C 3.208 -2.573 1.939 -0.377
H -0.700 3.098 -2.146 0.066
C -2.660 -0.462 -0.387 -0.892
C 2.315 -1.684 1.283 -0.527
H 1.685 2.477 -2.533 0.210
```

No. 3
Here is a 2-piece molecular cluster, C21H25N2 overall in a non-equilibrium geometry from OMol25. Energies are from the ωB97M-V functional and the def2-TZVPD basis.

Computed properties:
- Energy above the lowest of the compared OMol25 structures with the same formula, charge and spin: 210.99 kJ/mol
- LUMO level: -4.03 eV
- Total charge: +1
- M: 305.45 g/mol
- Max |F|: 0.047 hartree/bohr

```
48
Properties=species:S:1:pos:R:3:nbo_charge:R:1
C 0.235 -0.795 0.830 0.102
H -2.929 -1.651 0.712 0.189
C 1.291 1.309 -1.492 -0.215
H -4.169 -0.611 2.760 0.208
H -0.743 -1.986 -4.639 0.233
H -0.697 -3.328 0.259 0.242
N -1.793 -0.002 1.241 -0.760
C -0.919 -3.242 -0.812 -0.681
C 3.385 1.119 1.716 -0.227
C 1.732 1.423 3.449 -0.218
H -0.012 0.172 3.308 0.209
H -0.501 -4.120 -1.333 0.255
C -0.890 -2.497 -3.683 -0.416
C 2.545 0.225 1.054 -0.156
H 1.523 1.745 -0.522 0.227
H -0.338 -1.526 1.415 0.236
H 3.348 3.309 4.341 0.226
C -3.090 -0.567 0.831 -0.260
H -5.261 0.783 0.241 0.194
C 1.235 -0.048 1.560 -0.101
H 1.425 1.910 4.375 0.229
H 3.956 3.701 2.717 0.237
H -0.425 -3.492 -3.723 0.225
H 2.896 -0.251 0.134 0.234
C 1.194 1.482 -3.932 -0.191
C -0.331 -1.989 -1.308 0.355
H -1.558 0.797 0.624 0.391
H -2.016 -3.265 -0.924 0.248
H 1.427 2.040 -4.840 0.233
H -6.191 0.645 1.838 0.219
C -4.253 -0.252 1.738 -0.220
C 0.360 -0.464 -2.842 0.110
N -0.290 -1.688 -2.633 -0.305
H 0.290 -0.225 -4.982 0.226
C 1.541 2.017 -2.674 -0.209
H -1.970 -2.628 -3.518 0.222
C -5.301 0.430 1.264 -0.339
C 3.804 2.883 3.441 -0.645
H -1.862 0.348 2.203 0.384
H 4.383 1.340 1.324 0.232
C 0.731 0.038 -1.561 0.004
H 4.802 2.503 3.703 0.238
C 0.571 0.225 -4.020 -0.225
C 0.283 -0.946 -0.569 -0.265
H 2.002 3.005 -2.625 0.230
H -3.296 -0.145 -0.159 0.202
C 0.921 0.483 2.838 -0.163
C 2.956 1.784 2.871 0.054
```

No. 4
Here is C21H25N3O3 in the gas phase from OMol25. Energies are from the ωB97M-V functional and the def2-TZVPD basis.

Computed properties:
- Energy above the lowest of the compared OMol25 structures with the same formula, charge and spin: 63.75 kJ/mol
- LUMO level: 0.58 eV
- Total charge: 0
- M: 367.45 g/mol
- SMILES: CCOC(=O)c1ccc(NC(=O)N2CCN(Cc3ccccc3)CC2)cc1
- Max |F|: 0.011 hartree/bohr

```
52
Properties=species:S:1:pos:R:3:nbo_charge:R:1
H 0.483 -0.394 -1.642 0.400
C 4.160 1.420 0.448 0.042
C -3.190 0.714 -1.549 -0.132
C -7.497 0.254 0.549 -0.068
H -7.545 -0.171 2.654 0.212
N 0.028 -0.879 -0.885 -0.617
C 0.795 -1.746 -0.131 0.801
H -3.617 1.437 -2.227 0.235
C -2.143 -1.155 0.220 -0.224
H 6.017 0.710 -0.357 0.202
H 3.506 -3.352 -0.299 0.191
H -8.010 -0.038 -0.375 0.186
H 3.490 -0.959 1.594 0.186
C 3.823 2.186 -0.664 -0.259
C -8.070 -0.471 1.752 -0.622
O -6.116 -0.084 0.436 -0.514
H -7.588 1.342 0.655 0.189
H -7.961 -1.545 1.627 0.212
N 4.819 -0.942 -0.057 -0.444
C 5.257 0.385 0.359 -0.248
H 2.507 3.651 -1.496 0.213
H 4.716 -0.282 -2.021 0.212
C 3.017 -2.585 0.308 -0.234
N 2.107 -1.808 -0.511 -0.451
C 3.423 1.586 1.615 -0.244
C 2.754 3.064 -0.624 -0.202
O 0.355 -2.424 0.775 -0.659
C 2.000 3.187 0.532 -0.217
H 1.776 2.561 2.565 0.218
C 2.731 -0.886 -1.444 -0.251
H -9.124 -0.229 1.856 0.216
H 3.703 1.048 2.510 0.213
C -5.433 0.539 -0.536 0.785
H 4.730 -2.234 1.577 0.197
C -1.320 -0.575 -0.747 0.185
C 2.345 2.455 1.654 -0.201
C 4.041 -1.656 0.950 -0.228
H 2.418 -3.075 1.077 0.261
C -4.014 0.135 -0.584 -0.210
H 4.532 -2.020 -1.796 0.198
C -3.473 -0.801 0.296 -0.146
H 2.398 -1.096 -2.470 0.192
H -4.107 -1.251 1.044 0.228
H -1.726 -1.879 0.899 0.254
H 2.472 0.149 -1.187 0.206
H 1.157 3.860 0.561 0.218
C 4.259 -1.041 -1.385 -0.223
H -1.228 0.817 -2.380 0.205
H 5.738 0.264 1.334 0.206
H 4.407 2.099 -1.570 0.208
C -1.862 0.364 -1.629 -0.269
O -5.940 1.345 -1.282 -0.607
```

Copy entry 2 word for word.
Here is C21H25LuO as an isolated structure in a non-equilibrium geometry from OMol25. Energies are from the ωB97M-V functional and the def2-TZVPD basis.

Computed properties:
- LUMO level (spin up / spin down): 4.99 / 4.99 eV
- Total charge: -2
- M: 468.40 g/mol
- Max |F|: 0.061 hartree/bohr

```
48
Properties=species:S:1:pos:R:3:mulliken_charge:R:1
H -1.190 3.229 0.403 0.464
C -1.624 -0.971 -1.225 0.000
H 2.469 0.441 -1.365 0.112
H -0.169 -1.624 3.616 0.209
H 2.571 -1.272 0.302 0.166
C -0.960 -2.026 -0.528 -0.740
H -3.124 1.770 1.614 0.483
C -1.597 -2.178 0.740 -0.556
H -1.438 -0.665 -2.258 0.375
H 1.227 -0.544 -2.192 0.304
C -2.649 -1.220 0.827 -0.618
H -1.983 0.378 3.648 0.419
C -1.040 2.508 1.208 -0.377
H -3.368 0.321 -0.672 0.424
C 2.885 -3.095 3.194 -0.494
C -1.459 1.008 2.929 -0.542
C 0.030 1.608 -3.486 0.830
H -1.502 0.619 -4.584 0.216
H 3.579 -3.773 3.703 0.296
C 0.198 2.252 1.889 -0.654
O 0.503 0.824 -0.846 0.019
C -0.065 1.326 2.946 -0.621
H -1.344 -2.928 1.490 0.518
C 0.781 -1.875 3.135 -0.247
C 1.455 0.465 -1.800 -0.774
C 1.134 -1.366 1.905 0.422
H 1.155 2.731 1.676 0.428
H -0.516 3.643 -3.834 0.533
C -2.062 1.742 1.856 -0.734
H 2.083 1.191 -3.727 0.539
C -0.403 0.648 -4.515 -2.354
Lu -0.492 0.109 0.748 1.489
H -0.032 -0.369 -4.319 0.217
H 1.406 -3.148 4.781 0.333
C 1.384 1.499 -2.940 -1.467
C -0.797 2.781 -3.197 -1.509
H -0.136 -2.631 -0.918 0.407
H 4.149 -2.844 1.456 0.351
H 0.669 0.958 3.663 0.507
H -1.859 2.572 -3.411 0.240
H -0.038 0.930 -5.520 0.989
C 1.675 -2.752 3.800 -0.551
H -3.358 -1.125 1.650 0.469
C 3.208 -2.573 1.939 -0.377
H -0.700 3.098 -2.146 0.066
C -2.660 -0.462 -0.387 -0.892
C 2.315 -1.684 1.283 -0.527
H 1.685 2.477 -2.533 0.210
```

- Which formula does entry 2 have?
  C21H25LuO